[1]
{
  "formula": "C30H36N2O8",
  "method": "ωB97M-V with the def2-TZVPD basis set",
  "species": ["C", "C", "O", "C", "O", "C", "C", "O", "N", "C", "C", "N", "C", "C", "C", "C", "C", "C", "C", "O", "C", "O", "C", "C", "C", "C", "C", "C", "C", "C", "C", "C", "O", "C", "O", "C", "C", "C", "C", "O", "H", "H", "H", "H", "H", "H", "H", "H", "H", "H", "H", "H", "H", "H", "H", "H", "H", "H", "H", "H", "H", "H", "H", "H", "H", "H", "H", "H", "H", "H", "H", "H", "H", "H", "H", "H"],
  "coordinates": [[-0.29, -1.86, -2.61], [0.78, -0.80, -2.82], [1.70, -0.90, -1.74], [2.66, 0.11, -1.69], [2.09, 1.34, -1.27], [1.96, 1.51, 0.08], [1.22, 2.77, 0.45], [1.78, 3.69, 1.02], [-0.09, 2.80, 0.10], [-0.85, 1.67, -0.36], [-1.86, 1.26, 0.72], [-2.72, 2.39, 1.03], [-3.80, 2.01, 1.92], [-4.75, 1.06, 1.23], [-5.11, -0.14, 1.82], [-5.99, -1.02, 1.20], [-6.48, -0.66, -0.03], [-6.12, 0.55, -0.63], [-5.26, 1.42, -0.02], [-6.74, 0.66, -1.84], [-7.52, -0.51, -1.98], [-7.35, -1.33, -0.85], [-1.93, 3.49, 1.54], [-0.92, 3.92, 0.48], [2.47, 0.71, 1.01], [3.25, -0.52, 0.66], [2.43, -1.79, 0.79], [3.07, -3.02, 0.70], [2.38, -4.22, 0.76], [1.01, -4.15, 0.92], [0.37, -2.92, 1.02], [1.05, -1.73, 0.97], [-0.98, -3.13, 1.17], [-1.16, -4.53, 1.15], [0.09, -5.16, 0.99], [3.80, -0.35, -0.77], [4.96, 0.65, -0.82], [6.27, 0.05, -0.32], [7.41, 1.08, -0.32], [7.29, 2.04, 0.71], [0.17, -2.84, -2.57], [-1.00, -1.83, -3.43], [-0.82, -1.68, -1.68], [0.34, 0.20, -2.85], [1.31, -0.97, -3.76], [3.04, 0.32, -2.70], [-0.20, 0.83, -0.60], [-1.40, 1.97, -1.26], [-2.47, 0.44, 0.36], [-1.31, 0.92, 1.62], [-3.43, 1.56, 2.85], [-4.34, 2.93, 2.18], [-4.71, -0.40, 2.79], [-6.28, -1.96, 1.66], [-4.97, 2.35, -0.48], [-8.59, -0.23, -2.08], [-7.21, -1.05, -2.89], [-2.59, 4.33, 1.77], [-1.38, 3.21, 2.46], [-0.26, 4.71, 0.86], [-1.45, 4.28, -0.41], [2.32, 0.94, 2.05], [4.10, -0.60, 1.35], [4.14, -3.05, 0.58], [2.88, -5.17, 0.69], [0.53, -0.79, 1.06], [-1.62, -4.85, 2.10], [-1.82, -4.80, 0.31], [4.13, -1.32, -1.16], [4.69, 1.52, -0.22], [5.09, 0.99, -1.85], [6.56, -0.78, -0.97], [6.16, -0.33, 0.69], [7.46, 1.58, -1.30], [8.36, 0.58, -0.14], [6.46, 2.51, 0.61]],
  "nbo_charge": [-0.622, -0.060, -0.555, 0.396, -0.521, 0.227, 0.645, -0.610, -0.425, -0.218, -0.244, -0.441, -0.231, -0.034, -0.211, -0.255, 0.216, 0.303, -0.278, -0.491, 0.237, -0.478, -0.225, -0.230, -0.267, -0.275, 0.011, -0.218, -0.254, 0.216, 0.297, -0.279, -0.495, 0.238, -0.481, -0.231, -0.399, -0.425, -0.052, -0.714, 0.216, 0.213, 0.212, 0.174, 0.167, 0.164, 0.229, 0.201, 0.222, 0.165, 0.174, 0.208, 0.214, 0.228, 0.235, 0.157, 0.157, 0.206, 0.170, 0.249, 0.197, 0.234, 0.231, 0.208, 0.227, 0.230, 0.156, 0.155, 0.227, 0.205, 0.204, 0.202, 0.205, 0.151, 0.180, 0.466],
  "total_energy_ha": -1876.16547,
  "multiplicity": 1,
  "smiles": "CCO[C@H]1OC(C(=O)N2CCN(Cc3ccc4c(c3)OCO4)CC2)=C[C@@H](c2ccc3c(c2)OCO3)[C@@H]1CCCO",
  "largest_force_ev_per_a": 1.27,
  "gap_ev": 8.50
}

=====

[2]
{
  "formula": "C24H45ClO4P2Tm",
  "method": "ωB97M-V with the def2-TZVPD basis set",
  "species": ["Tm", "C", "C", "C", "C", "C", "C", "H", "H", "H", "C", "H", "H", "H", "C", "H", "H", "H", "C", "H", "H", "H", "C", "H", "H", "H", "C", "C", "C", "C", "C", "C", "C", "C", "H", "H", "H", "H", "H", "H", "H", "H", "H", "H", "H", "H", "P", "C", "H", "H", "H", "C", "H", "H", "H", "C", "H", "H", "H", "P", "C", "H", "H", "H", "C", "H", "H", "H", "C", "H", "H", "H", "O", "Cl", "O", "O", "O"],
  "coordinates": [[2.11, -0.05, -0.62], [2.13, 2.14, 0.85], [2.61, 2.71, -0.32], [0.32, 2.54, -0.67], [0.62, 1.87, 0.69], [1.49, 2.96, -1.23], [2.89, 1.57, 1.99], [3.77, 0.99, 1.65], [2.24, 0.92, 2.59], [3.27, 2.36, 2.65], [-0.21, 2.32, 1.87], [0.03, 1.70, 2.73], [-1.27, 2.19, 1.62], [0.00, 3.37, 2.09], [-1.04, 2.71, -1.20], [-1.33, 3.78, -1.15], [-1.77, 2.13, -0.62], [-1.10, 2.41, -2.25], [1.65, 3.60, -2.57], [1.84, 4.68, -2.49], [0.74, 3.47, -3.17], [2.49, 3.17, -3.14], [4.05, 2.92, -0.64], [4.44, 3.84, -0.17], [4.22, 3.01, -1.72], [4.68, 2.09, -0.27], [1.74, -2.24, -0.42], [2.98, -1.89, 0.13], [4.29, -1.79, -0.62], [4.49, -0.78, -1.81], [3.29, -0.13, -2.47], [2.09, -0.80, -2.72], [2.04, -2.31, -2.95], [1.63, -3.09, -1.67], [4.59, -2.78, -0.99], [5.07, -1.32, -2.58], [5.05, -1.54, 0.14], [2.25, -4.00, -1.59], [0.88, -2.34, 0.28], [3.09, -1.95, 1.23], [0.60, -3.48, -1.78], [1.32, -2.55, -3.76], [1.20, -0.25, -3.08], [3.01, -2.70, -3.32], [5.17, 0.02, -1.47], [3.47, 0.84, -2.94], [-0.09, -2.71, 3.00], [-0.55, -1.32, 4.11], [-0.54, -1.67, 5.15], [-1.54, -0.94, 3.80], [0.20, -0.52, 3.98], [-1.72, -3.55, 2.88], [-1.74, -4.39, 3.58], [-1.81, -3.91, 1.84], [-2.52, -2.82, 3.05], [0.78, -3.82, 4.16], [1.19, -4.66, 3.58], [0.07, -4.18, 4.91], [1.61, -3.28, 4.63], [-2.26, -0.70, -2.96], [-2.27, 0.09, -4.62], [-2.87, -0.53, -5.31], [-1.23, 0.16, -4.99], [-2.70, 1.09, -4.55], [-2.37, -2.46, -3.51], [-1.39, -2.78, -3.88], [-3.12, -2.52, -4.31], [-2.67, -3.07, -2.65], [-4.01, -0.45, -2.45], [-4.69, -0.75, -3.27], [-4.15, 0.61, -2.20], [-4.17, -1.04, -1.53], [-2.91, -0.57, 2.55], [-2.48, -0.39, 1.10], [-3.13, -1.52, 0.32], [-3.08, 0.91, 0.62], [0.41, 0.47, 0.56]],
  "mulliken_spin": [2.040, -0.003, -0.009, -0.003, 0.000, -0.001, -0.001, -0.001, 0.000, 0.000, 0.000, 0.000, 0.000, 0.000, -0.001, 0.000, 0.000, 0.000, 0.001, 0.000, 0.000, 0.000, 0.000, 0.000, 0.000, 0.000, -0.011, 0.003, 0.002, -0.003, 0.001, -0.007, -0.001, 0.001, 0.001, -0.001, 0.000, 0.000, 0.001, -0.001, 0.000, 0.000, -0.002, 0.000, 0.000, -0.001, -0.006, 0.000, 0.000, 0.000, 0.000, -0.001, 0.000, 0.000, 0.000, 0.000, 0.000, 0.000, 0.000, 0.000, 0.000, 0.000, 0.000, 0.000, 0.000, 0.000, 0.000, 0.000, 0.000, 0.000, 0.000, 0.000, 0.000, 0.000, 0.000, 0.000, 0.004],
  "total_charge": 1,
  "total_energy_ha": -3469.83597,
  "multiplicity": 3,
  "largest_force_ev_per_a": 12.15,
  "gap_ev": [3.60, 3.66]
}

=====

[3]
{
  "formula": "C23H49BBrN2O9S4",
  "method": "ωB97M-V with the def2-TZVPD basis set",
  "species": ["C", "N", "C", "C", "O", "C", "B", "Br", "C", "C", "C", "N", "H", "H", "H", "H", "H", "H", "H", "H", "H", "H", "H", "H", "H", "H", "H", "H", "H", "C", "C", "C", "S", "O", "O", "C", "H", "H", "H", "H", "H", "H", "H", "H", "C", "C", "C", "S", "O", "O", "C", "H", "H", "H", "H", "H", "H", "H", "H", "C", "C", "C", "S", "O", "O", "C", "H", "H", "H", "H", "H", "H", "H", "H", "C", "C", "C", "S", "O", "O", "C", "H", "H", "H", "H", "H", "H", "H", "H"],
  "coordinates": [[-2.07, 8.04, -4.97], [-1.07, 7.59, -5.98], [-0.03, 8.62, -6.24], [-0.46, 6.27, -5.61], [-0.11, 5.57, -6.59], [-0.34, 5.82, -4.08], [0.36, 4.36, -3.83], [2.19, 4.13, -4.63], [0.53, 4.20, -2.18], [1.54, 5.26, -1.54], [0.67, 6.24, -0.57], [0.47, 5.55, 0.74], [-1.57, 8.37, -4.00], [-2.68, 8.91, -5.41], [-2.83, 7.20, -4.81], [0.36, 8.51, -7.32], [0.80, 8.68, -5.46], [-0.56, 9.64, -6.21], [-1.42, 5.74, -3.69], [0.14, 6.67, -3.48], [-0.42, 3.51, -4.15], [-0.48, 4.21, -1.63], [1.00, 3.16, -2.01], [1.97, 5.96, -2.35], [2.44, 4.80, -1.01], [-0.35, 6.35, -1.08], [1.12, 7.28, -0.50], [1.18, 4.79, 0.75], [-0.42, 5.03, 0.73], [-4.84, 2.63, -2.72], [-5.52, 3.81, -2.03], [-5.06, 3.80, -0.57], [-3.44, 3.04, -0.55], [-3.52, 1.80, 0.17], [-2.45, 4.05, -0.25], [-3.38, 2.68, -2.30], [-4.94, 2.68, -3.81], [-5.29, 1.69, -2.39], [-5.21, 4.74, -2.51], [-6.61, 3.75, -2.10], [-4.99, 4.82, -0.17], [-5.72, 3.20, 0.06], [-2.85, 1.74, -2.46], [-2.85, 3.50, -2.79], [1.00, -1.53, 1.86], [-0.12, -0.79, 2.59], [-0.50, 0.42, 1.72], [-0.13, -0.04, 0.04], [0.94, 0.81, -0.45], [-1.36, -0.22, -0.69], [0.55, -1.65, 0.41], [1.19, -2.52, 2.30], [1.93, -0.96, 1.92], [-0.98, -1.45, 2.70], [0.19, -0.47, 3.59], [-1.56, 0.65, 1.81], [0.09, 1.30, 1.97], [1.37, -1.88, -0.28], [-0.25, -2.38, 0.30], [4.54, -5.68, 4.58], [4.55, -4.27, 5.18], [3.72, -3.37, 4.26], [2.52, -4.44, 3.47], [2.80, -4.49, 2.06], [1.20, -4.13, 3.99], [3.09, -5.96, 4.22], [4.92, -6.42, 5.28], [5.16, -5.70, 3.69], [4.10, -4.29, 6.18], [5.57, -3.89, 5.29], [3.20, -2.59, 4.82], [4.34, -2.92, 3.48], [2.97, -6.78, 3.51], [2.48, -6.14, 5.11], [0.21, -10.34, 1.35], [-0.46, -9.16, 2.04], [0.00, -9.17, 3.50], [1.62, -9.93, 3.51], [1.54, -11.17, 4.24], [2.61, -8.92, 3.82], [1.68, -10.29, 1.77], [0.11, -10.29, 0.26], [-0.24, -11.28, 1.68], [-0.15, -8.23, 1.56], [-1.55, -9.22, 1.97], [0.07, -8.16, 3.91], [-0.66, -9.77, 4.13], [2.21, -11.23, 1.60], [2.20, -9.47, 1.27]],
  "lowdin_charge": [-0.144, -0.215, -0.114, -0.371, 0.006, -0.153, -1.033, 0.526, -0.267, -0.243, -0.294, -0.044, 0.087, 0.084, 0.088, 0.091, 0.093, 0.082, 0.101, 0.099, 0.040, 0.065, 0.077, 0.073, 0.098, 0.099, 0.089, 0.051, 0.030, -0.221, -0.223, -0.229, 0.671, -0.328, -0.330, -0.212, 0.117, 0.117, 0.117, 0.109, 0.101, 0.100, 0.114, 0.105, -0.232, -0.213, -0.218, 0.663, -0.308, -0.331, -0.226, 0.057, 0.125, 0.119, 0.112, 0.094, 0.109, 0.110, 0.108, -0.216, -0.218, -0.222, 0.657, -0.316, -0.334, -0.245, 0.119, 0.123, 0.117, 0.115, 0.106, 0.110, 0.075, 0.113, -0.224, -0.214, -0.218, 0.677, -0.317, -0.337, -0.232, 0.118, 0.120, 0.121, 0.117, 0.104, 0.107, 0.109, 0.111],
  "total_charge": -1,
  "total_energy_ha": -5884.03801,
  "multiplicity": 1,
  "largest_force_ev_per_a": 4.38,
  "gap_ev": 6.01
}

=====

[4]
{
  "formula": "C4H6Cl4",
  "method": "ωB97M-V with the def2-TZVPD basis set",
  "species": ["C", "C", "C", "C", "Cl", "Cl", "Cl", "Cl", "H", "H", "H", "H", "H", "H"],
  "coordinates": [[-0.50, -1.12, 1.01], [-0.37, 0.06, 0.02], [0.56, -0.26, -1.15], [0.57, 1.54, -2.68], [-1.99, 0.31, -0.77], [0.29, -1.59, -2.08], [1.40, 2.88, -2.17], [1.23, 0.67, -4.04], [-0.46, -0.73, 2.05], [0.38, -1.69, 0.73], [-1.53, -1.72, 0.94], [-0.22, 1.00, 0.52], [1.64, 0.09, -1.01], [-0.41, 1.70, -2.92]],
  "nbo_charge": [-0.635, -0.237, -0.260, -0.297, -0.097, 0.105, 0.064, -0.013, 0.226, 0.221, 0.248, 0.242, 0.237, 0.194],
  "total_energy_ha": -1996.66348,
  "multiplicity": 1,
  "largest_force_ev_per_a": 5.68,
  "gap_ev": 8.34
}